DFT (wB97M-V/def2-TZVPD) results for C27H21Cl5N3O3Pt as an isolated structure at a distorted geometry.

Atoms and positions in Å:
1 Pt 0.555 1.240 0.532
2 O 2.959 3.465 2.927
3 C 2.110 2.985 2.217
4 O 2.294 2.402 1.072
5 C 0.662 3.059 2.694
6 C 0.303 3.874 3.750
7 C -1.031 3.989 4.097
8 C -1.980 3.280 3.369
9 C -1.561 2.466 2.339
10 N -0.264 2.362 2.018
11 H 1.101 4.401 4.255
12 H -1.333 4.626 4.917
13 H -3.034 3.346 3.592
14 H -2.262 1.878 1.763
15 C 2.996 -0.088 -0.957
16 N 1.801 0.764 -1.033
17 C 1.488 1.406 -2.110
18 C 0.316 2.185 -2.107
19 C -0.416 2.885 -3.051
20 C -1.575 3.329 -2.402
21 C -1.511 2.897 -1.085
22 N -0.343 2.248 -0.896
23 C 2.736 -1.565 -0.806
24 C 1.993 -2.261 -1.752
25 C 1.775 -3.622 -1.611
26 C 2.308 -4.306 -0.526
27 C 3.075 -3.625 0.407
28 C 3.284 -2.260 0.266
29 H 3.592 0.287 -0.122
30 H 3.568 0.099 -1.870
31 H 2.123 1.317 -2.986
32 H -0.149 3.031 -4.085
33 H -2.374 3.913 -2.826
34 H -2.212 3.075 -0.290
35 H 1.593 -1.735 -2.608
36 H 1.193 -4.155 -2.352
37 H 2.139 -5.369 -0.418
38 H 3.521 -4.156 1.238
39 H 3.892 -1.732 0.993
40 Cl 1.507 -0.307 2.159
41 C -0.105 -0.965 1.940
42 C -0.813 -0.211 1.027
43 C -2.115 -0.594 0.748
44 Cl -3.105 0.270 -0.355
45 C -2.645 -1.719 1.399
46 Cl -4.248 -2.218 1.054
47 C -1.892 -2.456 2.318
48 Cl -2.558 -3.819 3.103
49 C -0.582 -2.074 2.601
50 Cl 0.419 -2.907 3.706
51 C -1.969 -1.141 -3.650
52 C -1.301 -1.519 -2.356
53 C -1.651 -2.855 -1.754
54 O -0.528 -0.762 -1.804
55 H -2.079 -1.996 -4.317
56 H -1.417 -0.339 -4.134
57 H -2.975 -0.779 -3.421
58 H -1.672 -3.637 -2.513
59 H -2.661 -2.800 -1.335
60 H -0.941 -3.107 -0.970

Net charge: +1
ΔE to the lowest compared entry with this formula, charge and spin, kcal per mole: 24.1
LUMO, eV: -4.1
Kohn-Sham gap, eV: 7.2392
Spin multiplicity: 1